(1)
The following is a DFT calculation (ωB97M-V/def2-TZVPD) of a cluster of 2 separate species, C6H8O2 in total.

```
! wB97M-V def2-TZVPD RIJCOSX def2/J DEFGRID3
* xyz 0 1
C -1.9374 1.1156 -1.8402
C -1.2080 0.2432 -1.3760
C 0.0693 -0.4808 1.4976
C 0.4804 -0.6361 0.0539
C -1.1205 0.3866 1.7328
C 1.6549 -0.7807 -0.7632
O -0.1909 -1.5531 0.6194
O 2.2379 0.4456 -1.0932
H -2.4818 1.7159 -2.5200
H 0.9297 -0.6784 2.1267
H -0.9257 1.3792 1.9684
H -1.8392 -0.0736 2.3374
H -1.5617 0.3996 0.7050
H 1.6289 -1.3865 -1.6115
H 2.5496 -1.1759 -0.2161
H 1.7144 1.0793 -1.6211
*
```

Calculated values
Calculated total energy in hartree: -383.63032
Energy relative to the best compared isomer or geometry (same formula, charge and spin) in kcal per mole: 175.6
E_HOMO (alpha / beta) in eV: -9.23 / -9.23


(2)
The following is a DFT calculation (ωB97M-V/def2-TZVPD) of a structure of composition C6H8O2.

```
! wB97M-V def2-TZVPD RIJCOSX def2/J DEFGRID3
* xyz 0 1
C 0.0264 0.9216 -0.2150
C 0.5285 0.4262 1.1439
C 0.4243 -1.1112 1.0277
C -0.1207 -1.1630 -0.4349
C -1.1214 -0.0896 -0.5164
C 0.7151 -0.1019 -1.1498
H -0.1781 2.5619 -1.2526
H -0.0641 1.0085 1.8755
H 1.5707 0.6586 1.2935
H -0.2576 -1.6474 1.7194
H 1.2918 -1.7132 1.2067
H -0.4918 -2.0847 -1.0481
H -1.8425 -0.1529 0.3472
H -1.5314 0.1969 -1.3836
O -0.1791 2.3691 -0.3473
O 1.2300 -0.0790 -2.2662
*
```

Calculated values
Calculated total energy in hartree: -383.82045
Energy relative to the best compared isomer or geometry (same formula, charge and spin) in kcal per mole: 56.3
E_HOMO in eV: -9.31


(3)
The following is a DFT calculation (ωB97M-V/def2-TZVPD) of a structure of composition C6H8O2.

```
! wB97M-V def2-TZVPD RIJCOSX def2/J DEFGRID3
* xyz 0 1
C 0.7360 -0.0546 -1.8166
C -0.2234 1.0171 -0.2712
C -1.2920 0.1167 1.2278
C -0.1184 -0.7944 0.9950
C 0.6869 -0.8555 -0.3182
C 0.8231 0.2407 0.6389
H 1.8858 0.0750 -2.1124
H 0.1114 -0.6129 -2.6468
H -1.1297 0.4672 -0.6001
H -1.6369 0.1947 2.2500
H -2.3814 -0.0959 0.7363
H -0.0656 -1.8294 1.4947
H 1.6435 -1.6559 -0.2987
H 1.6640 0.6596 1.2948
O 0.3350 1.4878 -1.4818
O -1.0383 1.6398 0.9084
*
```

Calculated values
Calculated total energy in hartree: -383.58936
Energy relative to the best compared isomer or geometry (same formula, charge and spin) in kcal per mole: 201.3
E_HOMO in eV: -9.54


(4)
The following is a DFT calculation (ωB97M-V/def2-TZVPD) of an isolated molecule of C6H8O2.

```
! wB97M-V def2-TZVPD RIJCOSX def2/J DEFGRID3
* xyz 0 1
C 0.0489 1.5788 -0.2059
C 1.2845 0.6526 0.2148
O 2.3698 -0.1469 -0.2063
C 1.0440 -0.7966 -0.2646
C -0.2492 -1.6372 0.3656
C -1.1294 -0.6437 -0.4240
O -2.3586 0.0499 -0.2045
C -1.0918 0.6964 0.2661
H 0.2752 1.8503 -1.1845
H -0.2221 2.4647 0.4796
H 1.3671 0.7094 1.3827
H 0.9296 -0.6654 -1.3561
H -0.4185 -1.4893 1.4377
H -0.0735 -2.6558 -0.0381
H -0.7922 -0.5908 -1.5893
H -0.9837 0.6235 1.3269
*
```

Calculated values
Calculated total energy in hartree: -383.61675
Energy relative to the best compared isomer or geometry (same formula, charge and spin) in kcal per mole: 184.1
SMILES string: C1[C@@H]2O[C@H]2C[C@H]2O[C@H]12
E_HOMO in eV: -9.74


(5)
The following is a DFT calculation (ωB97M-V/def2-TZVPD) of a structure of composition C6H8O2.

```
! wB97M-V def2-TZVPD RIJCOSX def2/J DEFGRID3
* xyz 0 1
C 0.7972 0.9794 -0.2162
C 0.9734 -0.6980 0.0329
C -0.4886 -1.2335 0.3026
C -0.9591 -0.0721 1.2496
C -0.7838 0.9176 0.0835
C -1.1112 -0.3297 -0.8092
H 1.6894 0.5345 -1.9254
H 1.4550 1.7433 0.2926
H 1.0105 -1.4534 -0.9103
H 1.8321 -1.0763 0.8425
H -0.6100 -2.1414 0.6401
H -1.8588 -0.2433 1.7334
H -0.3371 -0.0180 2.1144
H -1.0910 2.0634 0.2605
O 0.7975 1.3862 -1.6138
O -1.3154 -0.3587 -2.0772
*
```

Calculated values
Calculated total energy in hartree: -383.67593
Energy relative to the best compared isomer or geometry (same formula, charge and spin) in kcal per mole: 147.0
E_HOMO in eV: -9.62


(6)
The following is a DFT calculation (ωB97M-V/def2-TZVPD) of a structure of composition C6H8O3.

```
! wB97M-V def2-TZVPD RIJCOSX def2/J DEFGRID3
* xyz 0 1
C -1.1252 -0.4132 -0.8974
C -1.5637 -0.8530 0.4893
C -0.8665 -0.7229 1.6087
C 0.7231 0.3827 0.5968
C 2.0456 0.5209 -0.0042
C 0.4607 -0.3254 -0.6958
H -2.4034 1.1902 -1.6472
H -1.4170 -1.1357 -1.6534
H -2.6013 -1.0702 0.5740
H -1.4094 -0.8097 2.6090
H 0.3604 1.4224 0.6672
H 2.7970 -0.2919 0.1995
H 2.5345 1.4783 0.2851
H 0.7850 -1.2864 -0.6920
O -1.3943 0.9263 -1.2931
O 0.3929 -0.2951 1.7310
O 1.4151 0.4898 -1.3036
*
```

Calculated values
Calculated total energy in hartree: -459.00022
Energy relative to the best compared isomer or geometry (same formula, charge and spin) in kcal per mole: 94.1
E_HOMO in eV: -9.26


(7)
The following is a DFT calculation (ωB97M-V/def2-TZVPD) of a structure of composition C6H8O6Tl.

```
! wB97M-V def2-TZVPD RIJCOSX def2/J DEFGRID3
* xyz 3 1
Tl 1.3576 0.1681 0.1974
C 0.1906 -5.3482 0.9215
C -0.2577 -4.8107 2.3203
O -0.7213 -3.4839 2.0169
C -0.2664 -3.1326 0.8741
O -0.3882 -1.9680 0.4012
O 0.4165 -4.0825 0.2123
H -0.7319 -5.7555 0.5026
H 0.9775 -6.1246 0.8102
H 0.5177 -4.7426 3.0722
H -1.0398 -5.4484 2.7809
C -0.2128 5.4083 -1.1743
C 0.2570 4.6037 -2.4256
O 0.4787 3.2839 -1.7856
C -0.0371 3.2811 -0.6277
O -0.1692 2.2146 -0.0040
O -0.4708 4.3936 -0.1551
H -1.1088 6.0043 -1.1676
H 0.5796 6.0429 -0.6847
H 1.1592 4.9899 -2.9410
H -0.5308 4.5068 -3.1441
*
```

Calculated values
Calculated total energy in hartree: -855.94582
Energy relative to the best compared isomer or geometry (same formula, charge and spin) in kcal per mole: 19.4
E_HOMO in eV: -21.57


(8)
The following is a DFT calculation (ωB97M-V/def2-TZVPD) of a structure of composition C6H8OOsP.

```
! wB97M-V def2-TZVPD RIJCOSX def2/J DEFGRID3
* xyz 1 5
C -1.2672 0.3183 -1.6307
C -0.6561 0.6805 -2.7989
C 0.6820 1.0377 -3.0035
C 1.6856 1.1201 -2.0405
C 1.5475 0.8139 -0.6915
Os -0.0541 0.0752 -0.1061
P -1.9259 -1.0652 0.8229
H -2.3484 0.1122 -1.6579
H -1.2998 0.7087 -3.6869
H 0.9539 1.3196 -4.0277
H 2.4617 0.9743 -0.0918
H 2.6736 1.4629 -2.3659
H -1.6991 -2.4135 1.2499
H -3.0934 -1.2495 0.0128
H -2.5183 -0.4697 1.9843
O 1.1264 -0.3853 2.7054
C 0.6592 -0.2086 1.6427
*
```

Calculated values
Calculated total energy in hartree: -740.21631
⟨S²⟩: 6.012
Energy relative to the best compared isomer or geometry (same formula, charge and spin) in kcal per mole: 0.0
E_HOMO (alpha / beta) in eV: -11.83 / -13.92


(9)
The following is a DFT calculation (ωB97M-V/def2-TZVPD) of the ion C6H8OPS2 with charge +1.

```
! wB97M-V def2-TZVPD RIJCOSX def2/J DEFGRID3
* xyz 1 1
C -0.3297 1.8372 1.9587
C -0.7355 0.5703 2.1909
C 0.1520 2.2205 0.7816
C -0.6220 -0.3887 1.2146
C 0.0989 1.3908 -0.2812
C -0.2993 0.0292 -0.0719
O -1.1254 -2.0479 -1.6450
P 0.1077 -1.1058 -1.3767
S 1.6282 -2.7640 -1.0197
S 0.5210 0.0136 -3.0476
H -0.2764 2.4740 2.8966
H -0.9394 0.2456 3.1443
H 0.4648 3.2940 0.5900
H -0.6401 -1.3375 1.6988
H 0.4589 1.7526 -1.2009
H -0.9997 -3.0556 -1.9216
H 2.1213 -2.1894 0.1610
H 0.4147 -0.9387 -4.0717
*
```

Calculated values
Calculated total energy in hartree: -1446.14577
Energy relative to the best compared isomer or geometry (same formula, charge and spin) in kcal per mole: 0.0
E_HOMO in eV: -13.82


(10)
The following is a DFT calculation (ωB97M-V/def2-TZVPD) of an isolated molecule of C6H8OS.

```
! wB97M-V def2-TZVPD RIJCOSX def2/J DEFGRID3
* xyz 0 1
O 0.1627 1.9846 0.6162
C -0.5863 0.9995 1.2897
C -0.6787 -0.3002 0.4404
C -0.7325 0.0719 -1.0773
C 0.5576 -0.4502 -1.6411
C 1.2503 -1.1947 -0.7476
C 0.6075 -1.1420 0.5753
S 1.1680 -1.7069 2.0131
H 1.0482 1.6426 0.6800
H -0.1820 0.7902 2.2764
H -1.6270 1.4641 1.3876
H -1.5080 -0.9322 0.7552
H -0.8006 1.1558 -1.2581
H -1.6722 -0.2405 -1.5693
H 0.8617 -0.3684 -2.7072
H 2.1312 -1.7737 -1.0332
*
```

Calculated values
Calculated total energy in hartree: -706.80812
Energy relative to the best compared isomer or geometry (same formula, charge and spin) in kcal per mole: 23.9
SMILES string: OC[C@H]1CC=CC1=S
E_HOMO in eV: -8.59


(11)
The following is a DFT calculation (ωB97M-V/def2-TZVPD) of an isolated molecule of C6H8OS.

```
! wB97M-V def2-TZVPD RIJCOSX def2/J DEFGRID3
* xyz 0 1
C -0.9318 -1.2145 0.2017
C -2.0398 -1.9038 -0.0018
C 0.6433 2.2532 -0.0534
C -0.7143 0.2049 -0.1390
C 0.6078 0.8209 -0.1234
C 1.8508 -0.0208 -0.0464
O -0.3279 2.9757 -0.1222
S -2.2592 -3.5085 0.6099
H -0.1008 -1.7383 0.8364
H -2.8530 -1.5808 -0.5404
H 1.6412 2.6302 0.2024
H -0.9721 0.5580 -1.1981
H -1.3409 0.8381 0.5865
H 1.7826 -0.7821 -0.7250
H 2.3152 -0.1912 0.9681
H 2.6987 0.6589 -0.4551
*
```

Calculated values
Calculated total energy in hartree: -706.65454
Energy relative to the best compared isomer or geometry (same formula, charge and spin) in kcal per mole: 120.2
E_HOMO (alpha / beta) in eV: -7.31 / -7.31


(12)
The following is a DFT calculation (ωB97M-V/def2-TZVPD) of an isolated molecule of C6H8OS.

```
! wB97M-V def2-TZVPD RIJCOSX def2/J DEFGRID3
* xyz 0 1
C 3.1358 -0.2865 0.1957
O 1.9242 0.1687 -0.3379
C 0.9596 -0.7689 -0.2404
C -0.3414 -0.3354 -0.2291
C -0.8000 1.0430 -0.1370
C -2.0950 1.1581 0.0622
C -2.8985 -0.1127 0.0213
S -1.7263 -1.4517 -0.0683
H 3.9111 0.4344 -0.1140
H 3.3905 -1.3042 -0.1540
H 3.1063 -0.2828 1.2696
H 1.2727 -1.8194 -0.0583
H -0.0715 1.8103 -0.2852
H -2.6184 2.1102 0.0876
H -3.5871 -0.3128 0.8676
H -3.5621 -0.0503 -0.8795
*
```

Calculated values
Calculated total energy in hartree: -706.78914
Energy relative to the best compared isomer or geometry (same formula, charge and spin) in kcal per mole: 35.8
SMILES string: CO/C=C1\C=CCS1
E_HOMO in eV: -7.24


(13)
The following is a DFT calculation (ωB97M-V/def2-TZVPD) of a structure of composition C6H8S2.

```
! wB97M-V def2-TZVPD RIJCOSX def2/J DEFGRID3
* xyz 0 1
C 0.4622 -1.0742 0.0127
C -0.4508 -0.4657 -1.1070
C -0.2775 1.0557 -1.0999
C -0.3846 1.5687 0.3581
C -0.5196 0.7327 1.4313
C -0.5144 -0.7312 1.2215
H 2.4416 -1.6091 -0.6392
H 0.4685 -2.1376 -0.1068
H -0.2667 -1.0304 -2.0078
H 0.7753 1.3173 -1.4117
H -0.9676 1.5985 -1.7056
H -0.3620 2.6663 0.3600
H -0.3449 1.0336 2.4328
H -0.3438 -1.3423 2.0919
S 2.1299 -0.5119 0.1738
S -1.8456 -1.0705 -0.0041
*
```

Calculated values
Calculated total energy in hartree: -1029.72975
Energy relative to the best compared isomer or geometry (same formula, charge and spin) in kcal per mole: 38.5
E_HOMO in eV: -8.57